Entry 1:
A cluster of 10 separate species, C5H32NO10S in total at a distorted geometry. Source: OMol25; level of theory: wB97M-V/def2-TZVPD.

Summary:
HOMO level   -11.15 eV
Orbital gap   8.54 eV
Calculated total energy   -38497.7740 eV
Max |F|   2.5 eV Å⁻¹

Structure (ORCA input):
```
! wB97M-V def2-TZVPD RIJCOSX def2/J DEFGRID3
* xyz 1 1
C -0.697 0.952 0.300
O -0.617 0.033 1.406
C 0.433 0.622 -0.680
C -0.040 -0.229 -1.907
C -0.960 0.491 -2.953
S -2.656 0.452 -2.277
C -3.094 2.172 -2.206
N 1.600 -0.067 0.123
H -1.659 0.727 -0.155
H -0.570 1.913 0.733
H -1.261 -0.666 1.193
H 1.006 1.500 -1.012
H -0.515 -1.162 -1.510
H 0.811 -0.676 -2.463
H -0.620 1.482 -3.382
H -0.920 -0.233 -3.833
H -2.348 2.826 -2.655
H -3.029 2.415 -1.149
H -4.083 2.356 -2.584
H 1.304 -0.649 0.912
H 2.321 0.621 0.522
H 2.178 -0.758 -0.392
H 3.323 0.786 2.600
H 4.756 0.427 2.249
O 3.849 0.439 1.847
H 2.337 3.128 0.757
H 3.668 2.862 -0.011
O 3.162 2.672 0.846
H 1.871 3.838 -1.554
H 0.447 4.222 -1.949
O 1.045 3.480 -1.927
H -4.638 -2.761 -0.135
H -4.674 -2.475 1.429
O -4.286 -2.278 0.593
H 0.950 -0.702 3.404
H 0.096 -1.746 2.615
O 0.986 -1.442 2.769
H 1.831 -3.980 0.443
H 2.222 -3.700 1.831
O 1.914 -3.236 1.050
H 4.599 -1.643 -0.308
H 3.285 -2.581 -0.078
O 3.890 -2.158 -0.689
H -4.310 0.729 2.464
H -3.063 0.434 1.844
O -3.672 0.017 2.474
H -2.500 -2.134 0.468
H -1.895 -3.582 0.235
O -1.778 -2.736 0.703
*
```

These are the Mulliken partial charges, in e, on atoms 1 to 6: number 1, C, carries -0.1984; number 2, O, carries -0.4650; number 3, C, carries 0.5726; number 4, C, carries -1.1560; number 5, C, carries -0.5972; number 6, S, carries -0.0746

***

Entry 2:
A cluster of 10 separate species, C5H32NO9S2 in total at a distorted geometry. Source: OMol25; level of theory: wB97M-V/def2-TZVPD.

Summary:
Expectation value of S²   0.755
HOMO level (spin up / spin down)   -16.36 / -16.36 eV
Orbital gap (spin up / spin down)   10.34 / 6.18 eV
Calculated total energy   -47274.5971 eV
Max |F|   4.6 eV Å⁻¹

Structure (ORCA input):
```
! wB97M-V def2-TZVPD RIJCOSX def2/J DEFGRID3
* xyz 2 2
N -1.222 -0.814 -0.085
C -0.822 -0.334 -1.478
C -2.082 -0.330 -2.261
C 0.329 -1.213 -2.054
S 1.822 -1.257 -0.870
S 3.362 -0.513 -1.774
C 3.245 1.258 -2.060
C 3.266 2.127 -0.768
H -0.775 -0.199 0.722
H -0.995 -1.843 0.016
H -2.251 -0.595 -0.044
H -0.406 0.698 -1.448
H -2.786 -1.169 -2.184
H -1.975 -0.305 -3.370
H -2.573 0.655 -2.243
H 0.649 -0.904 -3.042
H -0.109 -2.236 -2.067
H 2.192 1.558 -2.449
H 3.765 1.617 -2.937
H 3.200 1.720 0.230
H 2.598 3.005 -0.658
H 4.027 2.988 -0.760
H -2.462 3.233 -2.664
H -2.625 3.060 -1.197
O -2.263 2.584 -1.957
H 0.351 -3.825 2.015
H -0.360 -3.046 3.103
O -0.498 -3.799 2.466
H 4.275 -0.288 2.602
H 2.967 0.665 2.402
O 3.590 0.046 2.025
H 1.903 2.330 -4.593
H 0.359 2.184 -4.542
O 1.192 1.733 -4.342
H -3.551 -2.569 1.239
H -2.172 -3.237 1.775
O -2.964 -2.738 1.972
H -0.467 -3.821 -0.661
H -1.275 -3.989 0.719
O -1.246 -3.517 -0.179
H -0.541 -1.748 4.801
H 0.577 -0.743 4.353
O -0.177 -1.261 4.063
H -1.606 0.531 2.627
H -1.256 1.844 1.909
O -0.998 0.880 1.953
H -1.800 4.139 3.791
H -0.415 3.800 4.325
O -0.996 3.636 3.577
*
```

These are the Mulliken partial charges, in e, on atoms 1 to 6: number 1, N, carries 0.1801; number 2, C, carries 0.4980; number 3, C, carries -1.7454; number 4, C, carries -0.9774; number 5, S, carries 0.1986; number 6, S, carries 0.1560

***

Entry 3:
A cluster of 11 separate species, C5H33N2O11 in total at a distorted geometry. Source: OMol25; level of theory: wB97M-V/def2-TZVPD.

Summary:
HOMO level   -11.21 eV
Orbital gap   8.76 eV
Calculated total energy   -31216.1587 eV
Max |F|   4.9 eV Å⁻¹
Energy relative to the best compared isomer or geometry (same formula, charge and spin)   89.64 kcal per mole

Structure (ORCA input):
```
! wB97M-V def2-TZVPD RIJCOSX def2/J DEFGRID3
* xyz 1 1
C -1.322 -1.561 -1.046
O -2.413 -0.996 -0.409
C -0.006 -1.464 -0.232
C 1.196 -1.427 -1.199
C 2.553 -1.488 -0.456
C 3.691 -1.047 -1.088
N 2.495 -1.958 0.932
N -0.103 -0.176 0.691
H -1.256 -0.901 -1.979
H -1.376 -2.586 -1.254
H -2.690 -1.422 0.487
H -0.160 -2.278 0.504
H 1.162 -0.421 -1.835
H 1.196 -2.268 -1.911
H 3.519 -0.464 -2.011
H 4.649 -0.960 -0.592
H 1.817 -2.634 1.070
H 3.343 -2.328 1.374
H 0.862 0.428 0.782
H -0.252 -0.558 1.693
H -0.928 0.499 0.375
H -2.476 3.945 2.761
H -1.225 3.457 2.067
O -1.790 3.347 2.848
H -1.990 1.020 4.530
H -0.798 1.420 3.502
O -1.336 0.766 3.924
H 3.173 -1.843 -3.989
H 2.333 -2.763 -3.393
O 2.291 -1.859 -3.841
H 3.006 1.482 0.927
H 1.902 2.434 0.993
O 2.070 1.499 0.764
H -2.122 1.650 -4.128
H -0.942 1.455 -5.016
O -1.203 1.754 -4.125
H -2.834 0.173 -1.538
H -4.084 0.622 -2.096
O -3.174 0.864 -2.173
H -2.059 2.046 -1.539
H -0.730 2.131 -2.325
O -1.154 2.347 -1.491
H -1.630 -0.538 2.918
H -1.685 -2.086 2.594
O -1.875 -1.235 2.200
H 0.629 3.889 0.681
H -0.403 3.106 -0.187
O -0.086 3.286 0.661
H 0.906 -1.401 3.755
H 0.702 -2.911 3.616
O 0.603 -2.049 3.201
*
```

These are the Mulliken partial charges, in e, on atoms 1 to 6: number 1, C, carries -0.8499; number 2, O, carries -0.6833; number 3, C, carries -0.1309; number 4, C, carries -0.2214; number 5, C, carries 0.3558; number 6, C, carries -1.1700